Molecular formula: C9H9NOS2
Method: DFT, ωB97M-V/def2-TZVPD

Results
ΔE to the lowest compared entry with this formula, charge and spin: 25.9 kcal per mole
Lowest unoccupied orbital energy: 0.5 eV
Spin multiplicity: 1
Molecular weight: 211.31 g mol⁻¹

XYZ file:
```
22
Properties=species:S:1:pos:R:3:forces:R:3:mulliken_charge:R:1
C -4.285760 -0.396129 -1.061017 -0.085 0.219 0.160 -0.770
C -3.137065 0.203192 -0.790955 0.249 0.138 0.287 -0.134
C -1.780596 -0.455377 -0.783667 -0.208 -0.216 0.503 -0.388
C 1.287121 -0.806514 0.083394 -0.351 0.860 0.771 0.400
C 2.453958 -1.326207 -0.342839 0.742 -1.252 -1.229 -0.536
C 3.432098 -0.450349 -0.820949 0.484 -0.337 0.973 -0.453
C 3.209463 0.908902 -0.791811 0.274 0.536 -1.020 -0.447
C 1.959209 1.445008 -0.448772 1.568 0.783 -0.141 -0.439
C 1.087216 0.570971 0.095956 -1.453 -0.444 0.672 0.174
H -4.366092 -1.451860 -1.291294 0.029 0.009 -0.031 0.273
H -5.198542 0.195077 -1.014227 0.077 -0.268 -0.138 0.251
H -3.134836 1.265296 -0.542204 0.033 -0.244 -0.071 0.261
H -1.836153 -1.517131 -1.061341 -0.119 0.346 0.025 0.447
H -1.152493 0.059207 -1.515948 0.325 -0.013 0.185 0.319
H 2.527647 -2.422578 -0.405423 0.413 0.577 0.099 0.337
H 4.419382 -0.842112 -1.047364 -0.172 0.104 -0.270 0.357
H 4.005048 1.585589 -1.107891 -0.243 -0.192 -0.030 0.346
H 1.810796 2.525575 -0.574454 -0.263 -0.551 0.439 0.426
N -1.176071 -0.467105 0.617095 -0.376 -0.157 -0.536 -0.231
O -1.013468 2.127722 0.357163 -0.205 0.127 0.235 -0.564
S -0.000149 -1.719733 0.835537 -0.830 0.408 0.203 -0.096
S -0.380375 1.012852 1.073660 0.111 -0.433 -1.086 0.469
```
Positions in Å, forces in eV/Å.